The following is a DFT calculation (wB97M-V/def2-TZVPD) of a cluster of 8 separate species, C25H51BN14O12 in total at a distorted geometry.

Computed properties:
**LUMO energy**: -1.4 eV
**SMILES**: CC(C)C[C@@H](C)COc1c(CB(O)O)ccc2c1C(=O)C=CC2=O.NC(N)=O.NC(N)=O.NC(N)=O.NC(N)=O.NC(N)=O.NC(N)=O.NC(N)=O

ORCA input file:
```
! wB97M-V def2-TZVPD RIJCOSX def2/J DEFGRID3
* xyz 0 1
C 3.3474 4.0134 2.5495
C 2.2235 4.9960 1.9125
C 2.2991 6.4403 2.6330
C 2.4556 5.0988 0.3150
C 1.3970 4.1138 -0.4004
C 0.0081 4.9398 -0.6591
C 1.9891 3.7089 -1.8394
O 2.4446 2.3367 -1.9607
C 3.3992 1.9864 -0.9730
C 2.9941 1.1166 0.2335
C 1.5466 0.5484 0.5518
B 0.7928 -0.1785 -0.6901
O -0.5980 0.2075 -0.9177
O 1.3830 -1.1232 -1.5982
C 4.1176 0.7924 1.2761
C 5.5755 1.2778 1.1789
C 5.9821 2.1466 -0.0276
C 4.8848 2.4707 -1.1042
C 5.4102 3.3381 -2.3506
O 4.7269 3.6042 -3.3665
C 6.9275 3.8849 -2.3678
C 7.8844 3.5982 -1.3700
C 7.4913 2.6771 -0.1291
O 8.3638 2.4301 0.7444
H 3.9455 4.6067 3.3207
H 2.8199 3.1644 3.1264
H 4.0469 3.6103 1.7395
H 1.1831 4.5124 2.0493
H 2.1389 7.2437 1.8310
H 1.5250 6.4697 3.4699
H 3.3175 6.6449 3.1043
H 3.5038 4.7784 -0.0126
H 2.2032 6.1622 -0.0636
H 1.0991 3.2086 0.2235
H -0.8812 4.2270 -0.6687
H -0.0634 5.6923 0.2030
H 0.1691 5.5067 -1.6353
H 2.7557 4.4994 -2.1364
H 1.1180 3.8190 -2.5916
H 0.8328 1.3182 1.0360
H 1.6808 -0.2656 1.3664
H -0.6329 1.1219 -0.5374
H 1.4264 -2.0116 -1.1796
H 3.8286 0.1715 2.1984
H 6.3336 0.9892 1.9878
H 7.2614 4.5180 -3.2523
H 8.9466 4.0327 -1.4569
N 3.4510 1.8020 6.4888
C 4.3449 1.5533 5.5003
N 5.6369 1.7990 5.8283
O 4.0115 1.1401 4.3988
H 3.7038 2.1412 7.3989
H 2.4803 1.6315 6.2832
H 6.3311 1.6266 5.1196
H 5.9312 2.1383 6.7258
N -3.1832 -2.1397 0.1238
C -2.6256 -2.8251 1.1452
N -1.3558 -2.4525 1.4496
O -3.2159 -3.7127 1.7507
H -2.7127 -1.4098 -0.3844
H -4.1247 -2.3855 -0.1342
H -0.9029 -2.9393 2.2059
H -0.8559 -1.7285 0.9658
N -5.8300 -1.7948 3.4397
C -5.5513 -0.5838 3.9728
N -4.3268 -0.0958 3.6587
O -6.3432 0.0255 4.6842
H -5.1934 -2.3096 2.8541
H -6.7308 -2.1924 3.6493
H -4.0809 0.8044 4.0363
H -3.6645 -0.5789 3.0781
N -1.6710 -4.2330 -3.9841
C -1.3911 -3.0246 -3.4411
N -0.1662 -2.5328 -3.7506
O -2.1816 -2.4210 -2.7255
H -1.0352 -4.7472 -4.5754
H -2.5716 -4.6298 -3.7765
H 0.0791 -1.6349 -3.3635
H 0.4966 -3.0090 -4.3349
N -0.3865 -8.6107 -5.7531
C -0.6775 -7.2956 -5.8620
N -1.1110 -6.9087 -7.0845
O -0.5578 -6.5117 -4.9233
H -0.4780 -9.2675 -6.5062
H -0.0614 -8.9364 -4.8573
H -1.3384 -5.9350 -7.2046
H -1.2159 -7.5328 -7.8634
N -5.1709 -7.8449 -2.7541
C -4.0378 -7.9014 -3.4982
N -3.1384 -6.9213 -3.2383
O -3.8430 -8.7689 -4.3382
H -5.3498 -7.1419 -2.0603
H -5.8635 -8.5566 -2.9186
H -2.2812 -6.9310 -3.7734
H -3.2786 -6.2003 -2.5533
N -10.0676 1.8513 1.4901
C -8.8532 1.3124 1.7744
N -8.6042 1.1392 3.0943
O -8.0487 1.0081 0.9054
H -10.7422 2.1081 2.1871
H -10.2894 1.9954 0.5189
H -7.7106 0.7406 3.3472
H -9.2512 1.3826 3.8216
*
```

***

The following is a DFT calculation (wB97M-V/def2-TZVPD) of the molecule C6H10OS2.

Computed properties:
**Energy relative to the best compared isomer or geometry (same formula, charge and spin)**: 285.2 kJ/mol
**LUMO energy (spin up / spin down)**: 0.1 / -0.9 eV

ORCA input file:
```
! wB97M-V def2-TZVPD RIJCOSX def2/J DEFGRID3
* xyz 0 1
C -0.8486 0.3128 0.5107
C -0.7418 -0.8509 1.0714
C 0.2538 2.7246 0.0411
C 0.6945 2.6052 -1.4069
C -0.9913 -3.2352 0.3558
C -0.0569 -2.0307 0.4376
O 2.7265 1.1357 -0.5411
S -1.3480 1.8738 0.3741
S 1.7513 1.1077 -1.6641
H -1.1348 -1.0394 2.0724
H 1.0141 2.2861 0.6918
H 0.0793 3.7628 0.3267
H -0.1400 2.5237 -2.1016
H 1.3025 3.4721 -1.6655
H -1.8656 -2.9980 -0.2464
H -1.3272 -3.5307 1.3486
H -0.4768 -4.0773 -0.0992
H 0.2978 -1.7565 -0.5568
H 0.8111 -2.2859 1.0517
*
```

***

Number 1: E_tot -2677.6801 a.u.. Number 2: E_tot -1106.0998 a.u..